1.
The following is a quantum chemistry calculation of a 4-piece molecular cluster, H8O4 overall, from OMol25.

Geometry as XYZ:
```
12
Properties=species:S:1:pos:R:3
O -1.871 1.059 -0.471
H -2.133 0.690 -1.314
H -2.510 0.712 0.152
O 1.283 -1.792 -2.505
H 1.462 -1.009 -1.984
H 0.342 -1.937 -2.404
O 0.966 0.212 -0.658
H 0.108 0.311 -0.245
H 1.263 1.109 -0.814
O 0.056 0.456 3.412
H 0.465 0.019 2.664
H 0.569 0.169 4.167
```

multiplicity	1
electronic energy	-8319.839	eV
charge	0
SMILES	O.O.O.O
Kohn-Sham gap	11.071	eV
LUMO	0.34	eV

2.
The following is a quantum chemistry calculation of one molecule with the formula C5H10O2, from OMol25.

Geometry as XYZ:
```
17
Properties=species:S:1:pos:R:3
O -0.095 -1.110 -1.936
C -0.623 -1.025 -0.615
C 0.484 -1.365 0.409
C 0.981 -0.016 0.976
C 0.295 1.069 0.143
O 0.156 2.241 0.920
C -1.028 0.404 -0.254
H -0.129 -0.237 -2.341
H -1.467 -1.723 -0.556
H 0.099 -2.012 1.204
H 1.271 -1.920 -0.108
H 2.069 0.085 0.959
H 0.650 0.123 2.011
H 0.892 1.283 -0.760
H -0.312 2.895 0.383
H -1.676 0.400 0.632
H -1.568 0.908 -1.068
```

multiplicity	1
electronic energy	-9441.902	eV
charge	0
SMILES	O[C@H]1CC[C@H](O)C1
Kohn-Sham gap	10.850	eV
LUMO	0.79	eV

3.
The following is a quantum chemistry calculation of C26H35Cl2O9PPt as an isolated structure, from OMol25.

Geometry as XYZ:
```
74
Properties=species:S:1:pos:R:3
Pt 0.112 0.187 1.167
O 4.029 -1.361 2.903
C 3.185 -0.929 2.146
O 2.099 -0.335 2.355
C 3.591 -1.103 0.561
C 3.380 0.241 -0.152
C 4.107 0.193 -1.509
C 3.179 -0.749 -2.310
C 2.085 -1.055 -1.267
O 2.004 0.179 -0.541
C 2.713 -2.009 -0.245
C 1.515 -2.773 0.665
O 1.869 -3.886 0.976
O 0.500 -2.087 0.825
H 4.624 -1.430 0.609
H 3.573 1.125 0.445
H 5.126 -0.178 -1.416
H 4.139 1.190 -1.947
H 3.680 -1.654 -2.650
H 2.737 -0.251 -3.171
H 1.115 -1.339 -1.659
H 3.227 -2.858 -0.682
C -1.442 2.113 4.101
C 0.019 2.495 3.867
P 0.531 2.356 2.118
C -0.355 3.661 1.190
C -0.079 5.107 1.595
C 2.308 2.833 2.133
C 2.752 3.867 3.170
H -1.690 2.216 5.157
H -1.621 1.080 3.801
H -2.113 2.757 3.529
H 0.681 1.831 4.429
H 0.209 3.521 4.188
H -1.412 3.413 1.280
H -0.098 3.497 0.141
H -0.278 5.277 2.654
H -0.731 5.770 1.026
H 0.950 5.392 1.382
H 2.537 3.175 1.120
H 2.853 1.906 2.310
H 2.187 4.795 3.109
H 3.804 4.103 3.006
H 2.660 3.469 4.180
C -2.528 -4.369 -5.420
C -2.401 -3.456 -4.230
C -2.515 -3.947 -2.937
C -2.380 -3.123 -1.825
C -2.502 -3.689 -0.437
C -2.107 -1.769 -2.045
C -1.983 -1.241 -3.335
C -1.705 0.220 -3.580
C -2.147 -2.101 -4.412
C -1.853 -0.880 -0.866
O -2.779 -0.816 0.009
O -0.748 -0.293 -0.822
H -3.086 -5.270 -5.169
H -1.537 -4.671 -5.767
H -3.029 -3.864 -6.246
H -2.720 -5.001 -2.787
H -2.617 -4.771 -0.477
H -3.366 -3.264 0.076
H -1.624 -3.454 0.168
H -2.180 0.852 -2.831
H -2.068 0.514 -4.565
H -0.632 0.421 -3.539
H -2.076 -1.707 -5.421
Cl -4.675 -1.240 2.290
C -3.958 0.297 1.837
Cl -4.944 1.161 0.652
C -2.500 0.115 1.323
O -1.730 -0.576 2.132
O -1.969 1.251 0.911
H -3.904 0.916 2.727
```

multiplicity	5
electronic energy	-83534.380	eV
expectation value of S²	6.0188
charge	0
Kohn-Sham gap (alpha / beta)	8.627 / 5.518	eV
LUMO (alpha / beta)	0.26 / -3.46	eV

Table of ΔE to the lowest compared entry with this formula, charge and spin (eV), in record order: 0.838, 1.141, 0.251